[1]
{
  "formula": "C31H35Cl45N3O8S2",
  "method": "ωB97M-V/def2-TZVPD",
  "e_lumo_ev": -3.9898,
  "total_charge": 1,
  "energy_ha": -23473.05109,
  "elements": ["O", "C", "O", "C", "C", "O", "C", "O", "C", "C", "C", "C", "C", "S", "C", "N", "N", "C", "O", "N", "C", "C", "C", "C", "C", "S", "O", "O", "O", "H", "H", "H", "H", "H", "H", "H", "H", "H", "H", "H", "H", "H", "H", "H", "H", "H", "H", "H", "H", "C", "Cl", "Cl", "Cl", "H", "C", "Cl", "Cl", "Cl", "H", "C", "Cl", "Cl", "Cl", "H", "C", "Cl", "Cl", "Cl", "H", "C", "Cl", "Cl", "Cl", "H", "C", "Cl", "Cl", "Cl", "H", "C", "Cl", "Cl", "Cl", "H", "C", "Cl", "Cl", "Cl", "H", "C", "Cl", "Cl", "Cl", "H", "C", "Cl", "Cl", "Cl", "H", "C", "Cl", "Cl", "Cl", "H", "C", "Cl", "Cl", "Cl", "H", "C", "Cl", "Cl", "Cl", "H", "C", "Cl", "Cl", "Cl", "H", "C", "Cl", "Cl", "Cl", "H"],
  "positions_angstrom": [[1.062, 1.770, 5.381], [1.382, 0.814, 6.037], [0.599, 0.251, 6.999], [-0.703, -0.119, 6.515], [-0.621, -0.778, 5.114], [-1.714, -1.705, 4.915], [-1.495, -2.574, 3.877], [-1.592, -3.761, 4.015], [-1.096, -1.981, 2.523], [-2.007, -1.376, 1.676], [-1.595, -0.839, 0.486], [-2.587, -0.152, -0.431], [-2.206, 1.309, -0.728], [-0.862, 1.420, -1.966], [0.526, 1.992, -1.032], [0.510, 3.144, -0.468], [1.731, 3.285, 0.136], [2.410, 2.237, -0.071], [1.678, 1.349, -0.816], [-0.310, -0.900, 0.162], [0.587, -1.489, 0.952], [0.245, -2.047, 2.139], [1.343, -2.700, 2.968], [1.800, -4.040, 2.283], [3.281, -4.041, 1.842], [3.604, -3.559, 0.136], [4.598, -4.426, -0.391], [4.062, -2.193, 0.147], [2.286, -3.719, -0.759], [2.355, 0.325, 5.849], [-1.254, 0.841, 6.433], [-1.262, -0.723, 7.228], [0.301, -1.369, 5.064], [-0.616, 0.029, 4.370], [-3.049, -1.339, 1.963], [-3.547, -0.136, 0.096], [-2.674, -0.758, -1.345], [-3.088, 1.792, -1.158], [-1.938, 1.894, 0.169], [3.446, 1.991, 0.240], [0.030, -0.487, -0.708], [1.631, -1.493, 0.646], [0.958, -2.953, 3.958], [2.170, -1.999, 3.118], [1.141, -4.316, 1.458], [1.695, -4.816, 3.048], [3.882, -3.422, 2.509], [3.647, -5.071, 1.927], [2.123, -2.897, -1.246], [3.866, -8.218, 1.207], [4.606, -7.200, 2.454], [2.634, -7.314, 0.308], [5.087, -8.845, 0.113], [3.380, -9.051, 1.698], [-3.779, 4.851, 0.360], [-2.173, 4.135, 0.221], [-4.006, 6.089, -0.877], [-5.020, 3.595, 0.234], [-3.871, 5.318, 1.331], [-4.133, 2.369, 4.707], [-3.160, 1.666, 5.995], [-3.979, 4.123, 4.724], [-3.659, 1.717, 3.136], [-5.171, 2.115, 4.882], [6.505, 2.820, 1.235], [8.038, 1.972, 1.068], [6.382, 4.125, 0.059], [5.146, 1.691, 1.054], [6.457, 3.249, 2.228], [-5.668, 2.437, -3.918], [-7.135, 1.810, -3.166], [-5.088, 3.862, -3.062], [-4.412, 1.185, -3.973], [-5.907, 2.729, -4.936], [7.903, 2.156, -2.832], [9.441, 1.307, -2.999], [7.782, 3.464, -4.011], [6.550, 1.033, -3.010], [7.859, 2.586, -1.839], [7.150, -8.156, -3.232], [5.847, -9.155, -3.886], [6.494, -6.840, -2.259], [8.265, -9.139, -2.279], [7.698, -7.728, -4.061], [-3.506, 9.956, -1.932], [-3.010, 11.260, -3.008], [-4.552, 10.570, -0.650], [-4.324, 8.680, -2.840], [-2.620, 9.534, -1.476], [2.363, -11.124, -1.109], [0.742, -11.363, -1.764], [2.374, -11.403, 0.637], [3.530, -12.164, -1.917], [2.647, -10.093, -1.285], [-7.367, 11.747, -3.566], [-6.870, 13.053, -4.643], [-8.412, 12.362, -2.284], [-8.185, 10.471, -4.474], [-6.479, 11.326, -3.110], [8.778, 4.695, -7.805], [9.393, 5.997, -8.822], [7.804, 5.343, -6.481], [7.842, 3.545, -8.760], [9.623, 4.171, -7.376], [-3.699, 1.331, 9.902], [-2.109, 0.654, 9.534], [-3.949, 2.842, 9.027], [-4.974, 0.172, 9.525], [-3.734, 1.544, 10.962], [-8.427, 4.787, -6.503], [-9.890, 4.157, -5.750], [-7.835, 6.200, -5.632], [-7.177, 3.534, -6.577], [-8.666, 5.084, -7.516], [-2.660, -3.259, -3.978], [-1.859, -2.400, -2.646], [-3.800, -2.202, -4.807], [-1.467, -3.891, -5.105], [-3.212, -4.091, -3.556], [-1.490, -6.440, -1.140], [-0.666, -7.906, -1.638], [-0.312, -5.212, -0.658], [-2.523, -5.820, -2.431], [-2.113, -6.669, -0.284]]
}

***

[2]
{
  "formula": "C31H35F9N2O10PS",
  "method": "ωB97M-V/def2-TZVPD",
  "e_lumo_ev": -5.7133,
  "de_lowest_kcal_mol": 400.8,
  "total_charge": 1,
  "energy_ha": -3701.66074,
  "elements": ["C", "C", "C", "F", "N", "C", "F", "C", "C", "C", "C", "C", "C", "C", "C", "C", "C", "C", "N", "C", "F", "F", "C", "F", "F", "C", "F", "F", "F", "C", "P", "O", "O", "S", "H", "H", "H", "H", "H", "H", "H", "H", "H", "H", "H", "H", "H", "H", "H", "H", "H", "H", "H", "H", "H", "H", "H", "H", "H", "H", "H", "C", "C", "C", "O", "C", "C", "C", "O", "O", "O", "H", "H", "H", "H", "C", "C", "C", "O", "C", "C", "C", "O", "O", "O", "H", "H", "H", "H"],
  "positions_angstrom": [[-0.351, -1.981, 4.235], [-1.238, -0.969, 3.254], [-0.297, -0.241, 2.103], [0.677, -1.198, 1.457], [-1.066, 0.598, 1.109], [-0.753, 2.077, 1.092], [0.179, 2.921, 1.872], [-1.808, 2.598, -0.069], [-1.738, 4.211, -0.273], [-0.973, 4.754, -1.607], [0.620, 5.096, -1.425], [1.536, 3.879, -0.825], [1.323, 5.577, -2.864], [1.607, 4.338, -3.897], [3.231, 3.968, -4.061], [3.801, 2.648, -3.577], [2.952, 1.251, -3.454], [5.410, 2.565, -3.143], [-2.646, 1.496, -0.675], [-3.714, 1.668, -1.708], [-4.899, 0.871, -1.206], [-4.255, 3.077, -1.802], [-3.435, 1.168, -3.214], [-3.869, 2.273, -4.151], [-4.384, 0.036, -3.532], [-1.934, 0.760, -3.655], [-0.975, 1.886, -3.839], [-2.060, 0.145, -5.033], [-1.244, -0.261, -2.842], [-2.164, 0.267, 0.117], [-2.822, -1.513, -0.037], [-1.694, -2.755, 0.518], [-3.335, -2.001, -1.623], [-4.443, -1.625, 1.105], [-1.019, -2.585, 4.982], [0.469, -1.352, 4.823], [0.189, -2.777, 3.535], [-1.735, -0.121, 3.930], [-2.120, -1.604, 2.821], [0.400, 0.516, 2.710], [-2.854, 4.617, -0.305], [-1.212, 4.718, 0.660], [-1.233, 4.029, -2.487], [-1.495, 5.791, -1.888], [0.725, 6.047, -0.713], [1.046, 2.820, -0.917], [2.610, 3.827, -1.345], [1.775, 4.169, 0.309], [0.509, 6.280, -3.374], [2.338, 6.149, -2.702], [1.167, 4.526, -4.990], [1.106, 3.341, -3.526], [3.906, 4.757, -4.608], [3.654, 0.304, -3.633], [2.039, 1.157, -4.183], [2.510, 1.101, -2.355], [5.477, 2.840, -2.008], [6.009, 3.271, -3.860], [5.708, 1.419, -3.268], [-0.856, -2.673, -0.056], [-2.503, -2.427, -2.036], [-4.975, -5.445, 5.305], [-5.720, -6.517, 5.029], [-5.751, -7.107, 3.662], [-6.432, -8.103, 3.444], [-4.954, -6.454, 2.612], [-4.211, -5.380, 2.887], [-4.159, -4.808, 4.260], [-3.453, -3.831, 4.486], [-3.462, -4.761, 1.904], [-6.492, -7.120, 6.006], [-4.941, -5.007, 6.295], [-5.000, -6.883, 1.619], [-3.013, -4.011, 2.352], [-6.936, -7.873, 5.559], [6.923, -2.005, 0.864], [6.653, -0.814, 0.325], [5.254, -0.321, 0.200], [5.039, 0.785, -0.283], [4.169, -1.199, 0.665], [4.439, -2.391, 1.201], [5.840, -2.872, 1.351], [6.057, -3.965, 1.865], [3.424, -3.223, 1.638], [7.666, 0.006, -0.138], [7.936, -2.375, 0.963], [3.156, -0.836, 0.552], [3.874, -4.023, 1.985], [7.217, 0.809, -0.480]]
}

***

[3]
{
  "formula": "C31H35F9N4OP2Ru",
  "method": "ωB97M-V/def2-TZVPD",
  "e_lumo_ev": [-5.6388, -9.6248],
  "spin_multiplicity": 5,
  "de_lowest_kcal_mol": 0.0,
  "s_squared": 6.0454,
  "total_charge": 2,
  "energy_ha": -3172.14753,
  "elements": ["Ru", "C", "C", "C", "C", "C", "C", "C", "C", "C", "H", "H", "H", "H", "H", "H", "H", "H", "H", "H", "H", "H", "H", "H", "H", "P", "P", "N", "N", "N", "N", "C", "C", "C", "C", "C", "C", "C", "C", "C", "C", "C", "C", "C", "C", "C", "C", "C", "C", "H", "H", "H", "H", "H", "H", "H", "H", "H", "H", "H", "H", "H", "H", "H", "H", "H", "H", "H", "H", "F", "C", "F", "F", "C", "O", "C", "F", "F", "F", "C", "F", "F", "F"],
  "positions_angstrom": [[0.505, 2.987, 1.345], [1.439, 1.898, 3.158], [1.862, 1.426, 1.893], [1.319, 0.112, 1.350], [0.054, 0.235, 0.487], [-0.749, 1.505, 0.688], [-1.221, 1.929, 1.967], [-1.042, 1.182, 3.269], [0.353, 1.297, 3.958], [-0.377, 4.377, 0.162], [2.153, 2.473, 3.747], [2.889, 1.682, 1.574], [1.143, -0.616, 2.159], [2.127, -0.277, 0.713], [0.369, 0.209, -0.577], [-0.600, -0.643, 0.642], [-1.287, 1.862, -0.198], [-2.117, 2.553, 1.954], [-1.295, 0.110, 3.191], [-1.775, 1.617, 3.969], [0.222, 1.874, 4.888], [0.683, 0.295, 4.283], [0.320, 5.221, -0.001], [-1.293, 4.771, 0.628], [-0.616, 3.899, -0.804], [-1.809, -1.153, -2.014], [1.559, -2.308, -1.388], [-3.323, -1.598, -1.299], [-2.450, -1.186, -3.768], [1.400, -3.569, -0.171], [2.965, -3.069, -2.208], [-1.151, -2.874, -2.052], [0.302, -2.980, -2.563], [-4.213, -0.629, -0.790], [-5.435, -1.242, -0.557], [-5.312, -2.620, -0.936], [-4.004, -2.820, -1.375], [-2.341, -0.107, -4.646], [-2.744, -0.504, -5.921], [-3.151, -1.875, -5.823], [-2.963, -2.262, -4.496], [1.679, -3.355, 1.200], [1.089, -4.379, 1.927], [0.527, -5.319, 0.991], [0.733, -4.804, -0.281], [3.417, -4.397, -2.218], [4.486, -4.496, -3.101], [4.655, -3.210, -3.711], [3.686, -2.372, -3.187], [-1.773, -3.519, -2.697], [-1.220, -3.247, -1.017], [0.527, -4.041, -2.774], [0.424, -2.438, -3.519], [-3.876, 0.393, -0.670], [-6.323, -0.757, -0.186], [-6.068, -3.383, -0.948], [-3.501, -3.720, -1.699], [-1.987, 0.850, -4.292], [-2.730, 0.092, -6.821], [-3.527, -2.513, -6.609], [-3.139, -3.224, -4.032], [2.338, -2.547, 1.525], [1.050, -4.453, 3.004], [0.062, -6.273, 1.195], [0.482, -5.234, -1.249], [2.941, -5.142, -1.596], [5.074, -5.382, -3.281], [5.407, -2.936, -4.442], [3.438, -1.336, -3.393], [-0.601, 6.323, 2.574], [0.093, 5.701, 3.555], [0.149, 6.528, 4.636], [-0.612, 4.578, 3.900], [1.527, 5.323, 3.099], [1.675, 4.291, 2.212], [2.157, 6.521, 2.337], [2.057, 7.687, 3.016], [3.471, 6.266, 2.093], [1.564, 6.678, 1.124], [2.372, 5.086, 4.419], [2.689, 6.240, 5.071], [1.663, 4.296, 5.272], [3.531, 4.443, 4.136]]
}